1.
Computed, not measured: C41H38N4O2P3Se3V as an isolated structure at a distorted geometry, with the ωB97M-V functional and the def2-TZVPD basis.

As for the charge: -1. For the total energy, the calculation gives -11127.1700 Ha. As for the spin multiplicity: 2. The expectation value of S² is 0.807. Its lowest unoccupied orbital energy (spin up / spin down) is 0.0914 / 0.0915 Ha. The frontier orbital gap (spin up / spin down) comes out at 6.89 / 6.05 eV. The HOMO energy (spin up / spin down) comes out at -4.41 / -3.56 eV.

Geometry as XYZ:
```
92
C41H38N4O2P3Se3V (the ωB97M-V functional and the def2-TZVPD basis)
V -0.163 0.550 -0.426
C 3.426 0.474 1.920
C 2.034 0.379 1.398
N 1.688 0.905 0.223
O 2.756 1.596 -0.385
C 0.965 -0.279 2.050
C 0.981 -0.973 3.365
N -0.161 -0.228 1.357
O -1.242 -0.741 1.852
H 3.872 1.434 1.674
H 4.039 -0.312 1.477
H 3.432 0.354 3.002
H 2.361 1.937 -1.208
H 1.972 -0.957 3.814
H 0.673 -2.013 3.234
H 0.261 -0.517 4.049
N -3.035 1.592 0.236
P -1.540 2.259 0.696
C -1.576 4.003 0.228
C -2.773 4.702 0.109
C -2.768 6.045 -0.219
C -1.563 6.704 -0.415
C -0.368 6.016 -0.292
C -0.373 4.667 0.019
C -1.629 2.362 2.515
C -0.847 3.298 3.187
C -0.849 3.356 4.571
C -1.642 2.481 5.299
C -2.423 1.548 4.637
C -2.413 1.480 3.251
P -2.691 0.144 -0.630
C -3.911 -1.006 0.098
C -3.531 -2.164 0.765
C -4.503 -2.995 1.306
C -5.846 -2.673 1.197
C -6.231 -1.520 0.528
C -5.265 -0.700 -0.031
C -3.424 0.423 -2.271
C -3.858 1.668 -2.698
C -4.302 1.843 -4.002
C -4.317 0.775 -4.882
C -3.874 -0.475 -4.460
C -3.424 -0.647 -3.164
H -3.900 1.734 0.744
H -3.715 4.187 0.255
H -3.703 6.574 -0.332
H -1.559 7.750 -0.686
H 0.570 6.522 -0.469
H 0.562 4.121 0.074
H -0.231 3.995 2.631
H -0.233 4.088 5.075
H -1.648 2.528 6.380
H -3.035 0.853 5.195
H -2.984 0.715 2.745
H -2.481 -2.387 0.878
H -4.202 -3.896 1.822
H -6.597 -3.323 1.628
H -7.278 -1.267 0.427
H -5.568 0.180 -0.589
H -3.813 2.516 -2.026
H -4.608 2.826 -4.331
H -4.654 0.913 -5.901
H -3.863 -1.312 -5.145
H -3.055 -1.622 -2.857
Se 3.016 -2.982 0.516
P 2.245 -2.458 -1.399
Se 0.193 -1.659 -1.573
C 3.368 -1.335 -2.303
C 2.895 -0.364 -3.174
C 3.775 0.454 -3.869
C 5.141 0.295 -3.704
C 5.623 -0.686 -2.848
C 4.745 -1.496 -2.151
C 2.202 -3.919 -2.499
C 2.069 -3.757 -3.874
C 1.991 -4.861 -4.704
C 2.038 -6.141 -4.167
C 2.167 -6.306 -2.798
C 2.251 -5.198 -1.966
H 1.826 -0.257 -3.318
H 3.381 1.215 -4.528
H 5.830 0.934 -4.240
H 6.688 -0.816 -2.713
H 5.117 -2.238 -1.458
H 2.020 -2.763 -4.302
H 1.890 -4.722 -5.771
H 1.975 -7.002 -4.816
H 2.205 -7.297 -2.368
H 2.367 -5.316 -0.897
Se 0.113 1.956 -2.685
C -1.031 3.401 -2.941
N -1.704 4.310 -3.164
```

Here are the Löwdin charges for atoms 1 to 6, given in e: number 1, V, carries -0.0156; number 2, C, carries -0.0309; number 3, C, carries -0.3100; number 4, N, carries -0.1256; number 5, O, carries -0.0792; number 6, C, carries -0.3169

2.
Computed, not measured: C41H38N6PSnTe as an isolated structure, with the ωB97M-V functional and the def2-TZVPD basis.

As for the charge: +1. For the total energy, the calculation gives -2737.2328 Ha. As for the spin multiplicity: 1. Its lowest unoccupied orbital energy is -0.1179 Ha. The frontier orbital gap comes out at 6.29 eV. The HOMO energy comes out at -9.50 eV.

Geometry as XYZ:
```
88
C41H38N6PSnTe (the ωB97M-V functional and the def2-TZVPD basis)
Sn -0.643 0.939 -1.079
N -2.422 -0.877 -5.196
C -1.735 -0.589 -4.086
N -2.078 0.303 -3.211
C -3.255 1.006 -3.397
N -3.689 1.845 -2.518
N -2.883 1.919 -1.406
C -3.260 2.763 -0.535
C -2.548 2.856 0.748
C -3.030 3.676 1.756
C -2.389 3.688 2.984
C -1.282 2.880 3.169
C -0.845 2.102 2.111
N -1.456 2.088 0.921
C -4.037 0.784 -4.617
C -5.205 1.490 -4.910
C -5.913 1.212 -6.058
C -5.469 0.217 -6.933
C -4.317 -0.489 -6.663
C -3.602 -0.195 -5.506
H -2.093 -1.598 -5.814
H -0.829 -1.164 -3.918
H -4.130 3.388 -0.718
H -3.906 4.287 1.570
H -2.755 4.317 3.786
H -0.761 2.839 4.117
H 0.018 1.456 2.220
H -5.534 2.254 -4.218
H -6.815 1.764 -6.284
H -6.032 -0.005 -7.831
H -3.963 -1.259 -7.340
N 1.816 -0.659 -2.167
C 3.146 -0.647 -1.614
C 4.214 -1.208 -2.312
C 5.487 -1.207 -1.773
C 5.705 -0.674 -0.507
C 4.648 -0.115 0.187
C 3.364 -0.072 -0.363
P 2.054 0.911 0.507
C 2.173 0.178 2.185
C 2.576 0.775 3.378
C 2.479 0.081 4.582
C 1.961 -1.201 4.614
C 1.536 -1.804 3.435
C 1.638 -1.117 2.237
C 2.821 2.568 0.365
C 2.656 3.107 -0.919
C 3.209 4.332 -1.254
C 3.932 5.048 -0.306
C 4.104 4.524 0.964
C 3.552 3.293 1.302
H 1.857 -0.707 -3.177
H 1.304 -1.477 -1.847
H 4.040 -1.650 -3.287
H 6.311 -1.636 -2.329
H 6.697 -0.681 -0.075
H 4.817 0.316 1.169
H 2.960 1.781 3.394
H 2.804 0.559 5.498
H 1.873 -1.729 5.556
H 1.101 -2.796 3.451
H 1.285 -1.582 1.321
H 2.105 2.543 -1.666
H 3.079 4.727 -2.253
H 4.356 6.011 -0.558
H 4.681 5.068 1.701
H 3.725 2.911 2.295
C -0.624 -5.301 4.473
C -0.751 -4.308 3.346
C -1.549 -3.177 3.466
C -1.732 -2.289 2.408
C -2.606 -1.079 2.612
C -1.094 -2.550 1.190
Te -1.749 -1.571 -0.580
C -0.219 -3.641 1.066
C 0.576 -3.923 -0.189
C -0.069 -4.503 2.150
H -1.143 -4.956 5.367
H 0.423 -5.478 4.728
H -1.054 -6.262 4.183
H -2.059 -2.984 4.405
H -2.763 -0.894 3.676
H -3.583 -1.207 2.137
H -2.147 -0.196 2.171
H 0.893 -2.999 -0.675
H -0.016 -4.484 -0.917
H 1.464 -4.510 0.050
H 0.594 -5.358 2.050
```

Here are the Löwdin charges for atoms 1 to 6, given in e: number 1, Sn, carries 0.7929; number 2, N, carries 0.1360; number 3, C, carries -0.1727; number 4, N, carries -0.0296; number 5, C, carries -0.2822; number 6, N, carries 0.0895

3.
Computed, not measured: C41H39AsN3O4PS4Tc as an isolated structure at a distorted geometry, with the ωB97M-V functional and the def2-TZVPD basis.

As for the charge: +1. For the total energy, the calculation gives -6301.6000 Ha. As for the spin multiplicity: 1. Its lowest unoccupied orbital energy (spin up / spin down) is -0.1089 / -0.1089 Ha. The frontier orbital gap (spin up / spin down) comes out at 6.94 / 6.95 eV. The HOMO energy (spin up / spin down) comes out at -9.91 / -9.91 eV.

Geometry as XYZ:
```
94
C41H39AsN3O4PS4Tc (the ωB97M-V functional and the def2-TZVPD basis)
Tc -0.812 0.308 -0.558
C 3.839 1.852 2.087
C 4.293 0.613 2.823
C 5.547 0.604 3.420
C 6.032 -0.516 4.083
C 5.268 -1.670 4.169
C 4.016 -1.697 3.578
C 3.526 -0.568 2.915
P 1.922 -0.656 2.166
C 1.433 -2.377 2.079
C 1.843 -3.073 0.936
C 1.581 -4.419 0.776
C 0.902 -5.096 1.772
C 0.486 -4.416 2.902
C 0.729 -3.059 3.091
C 0.174 -2.425 4.339
C 0.847 0.486 2.994
C 1.069 0.535 4.380
C 0.216 1.216 5.222
C -0.890 1.851 4.674
C -1.067 1.882 3.301
C -0.192 1.258 2.411
C -0.321 1.625 0.959
H 4.432 2.710 2.398
H 2.789 2.087 2.269
H 3.964 1.732 1.008
H 6.155 1.500 3.363
H 7.016 -0.484 4.535
H 5.644 -2.545 4.683
H 3.421 -2.600 3.627
H 2.373 -2.590 0.135
H 1.895 -4.924 -0.127
H 0.684 -6.151 1.664
H -0.070 -4.945 3.666
H -0.340 -3.177 4.933
H -0.543 -1.639 4.098
H 0.955 -1.994 4.967
H 1.924 0.024 4.807
H 0.404 1.241 6.286
H -1.596 2.365 5.315
H -1.892 2.447 2.884
H 0.651 1.971 0.583
H -1.007 2.467 0.865
S -2.403 -4.776 -0.021
As -1.688 -2.945 -0.464
S -1.482 -1.451 1.016
S -2.880 0.528 -1.050
S -1.016 -2.268 -2.282
C 1.788 4.451 -3.267
N 0.543 3.709 -3.057
C -0.612 4.111 -3.648
C -1.781 3.503 -3.396
C -1.743 2.426 -2.472
O -2.887 1.864 -2.194
N -0.619 1.984 -1.913
C 0.580 2.641 -2.166
O 1.635 2.311 -1.651
H 1.657 5.096 -4.133
H 2.593 3.752 -3.445
H 2.025 5.049 -2.390
H -0.528 4.940 -4.337
H -2.708 3.804 -3.856
C 4.684 2.396 -7.015
C 3.655 1.392 -6.557
C 2.790 0.822 -7.485
C 1.830 -0.101 -7.098
C 1.756 -0.489 -5.773
C 2.619 0.071 -4.839
N 2.473 -0.356 -3.487
C 3.479 -0.750 -2.670
C 4.723 -1.128 -3.223
C 5.772 -1.487 -2.423
C 5.661 -1.492 -1.019
C 4.466 -1.153 -0.456
C 3.350 -0.795 -1.249
C 2.090 -0.475 -0.631
O 2.052 -0.082 0.672
O 1.011 -0.442 -1.212
C 3.558 1.041 -5.202
C 4.445 1.717 -4.183
H 4.798 2.357 -8.097
H 5.660 2.213 -6.565
H 4.394 3.418 -6.751
H 2.876 1.103 -8.529
H 1.161 -0.536 -7.830
H 1.041 -1.237 -5.450
H 1.550 -0.309 -3.091
H 4.823 -1.141 -4.301
H 6.706 -1.784 -2.886
H 6.500 -1.778 -0.398
H 4.370 -1.183 0.623
H 3.981 1.724 -3.197
H 4.645 2.748 -4.471
H 5.417 1.223 -4.093
```

Here are the Löwdin charges for atoms 1 to 6, given in e: number 1, Tc, carries 0.7310; number 2, C, carries -0.0167; number 3, C, carries -0.2367; number 4, C, carries -0.0228; number 5, C, carries -0.0416; number 6, C, carries -0.0540

- Which of these has the highest spin multiplicity?
  C41H38N4O2P3Se3V